Record 1
Density functional theory data (the ωB97M-V functional and the def2-TZVPD basis) for 2 unconnected molecules or ions with the total composition C39H53N3OP in a non-equilibrium geometry.

Last column: Löwdin charge in e.
Element x y z (Å)
C: -4.264 1.544 1.048  -0.056
C: -3.700 0.512 0.075  -0.389
C: -3.900 0.909 -1.382  -0.055
C: -4.308 -0.866 0.336  -0.147
C: -5.687 -1.041 0.238  -0.037
C: -6.257 -2.272 0.539  -0.056
C: -5.449 -3.320 0.967  -0.035
C: -4.069 -3.176 1.083  -0.118
C: -3.287 -4.354 1.680  -0.368
C: -3.753 -5.716 1.144  -0.067
C: -3.388 -4.376 3.202  -0.055
C: -3.492 -1.937 0.724  -0.146
N: -2.078 -1.678 0.961  -0.284
P: -0.735 -1.594 -0.175  0.992
H: -0.447 -0.085 -0.112  -0.068
N: 0.294 -2.098 1.157  -0.290
C: 1.566 -2.806 1.134  -0.147
C: 2.733 -2.067 0.900  -0.148
C: 2.651 -0.572 0.601  -0.395
C: 3.157 -0.273 -0.807  -0.069
C: 3.384 0.238 1.666  -0.061
C: 3.978 -2.689 0.996  -0.038
C: 4.062 -4.033 1.342  -0.057
C: 2.902 -4.750 1.618  -0.034
C: 1.645 -4.158 1.536  -0.117
C: 0.435 -4.996 1.974  -0.368
C: 0.286 -5.008 3.492  -0.055
C: 0.500 -6.448 1.481  -0.067
C: -0.300 -1.834 2.379  -0.160
C: -1.630 -1.598 2.268  -0.160
H: -4.100 1.213 2.081  0.087
H: -3.771 2.515 0.925  0.073
H: -5.343 1.682 0.909  0.079
H: -2.625 0.435 0.259  0.080
H: -3.447 0.154 -2.037  0.088
H: -4.966 0.972 -1.633  0.085
H: -3.435 1.876 -1.604  0.034
H: -6.319 -0.206 -0.066  0.113
H: -7.330 -2.422 0.445  0.108
H: -5.910 -4.268 1.234  0.111
H: -2.238 -4.224 1.395  0.097
H: -3.849 -5.712 0.053  0.089
H: -3.028 -6.495 1.417  0.073
H: -4.722 -6.006 1.576  0.077
H: -3.000 -3.457 3.654  0.064
H: -4.438 -4.481 3.510  0.089
H: -2.833 -5.225 3.623  0.073
H: 1.597 -0.287 0.642  0.076
H: 2.599 -0.868 -1.540  0.083
H: 3.026 0.787 -1.056  0.052
H: 4.220 -0.527 -0.909  0.079
H: 2.980 0.006 2.658  0.087
H: 4.456 0.009 1.681  0.077
H: 3.262 1.312 1.496  0.074
H: 4.887 -2.115 0.811  0.112
H: 5.028 -4.529 1.401  0.108
H: 2.983 -5.792 1.921  0.112
H: -0.454 -4.533 1.535  0.097
H: 0.159 -4.001 3.902  0.064
H: -0.577 -5.614 3.799  0.073
H: 1.181 -5.446 3.957  0.089
H: 0.755 -6.504 0.417  0.089
H: 1.242 -7.030 2.046  0.077
H: -0.474 -6.936 1.621  0.073
H: 0.274 -1.921 3.294  0.118
H: -2.338 -1.460 3.076  0.119
C: 6.660 4.879 -3.088  -0.163
C: 5.531 3.934 -2.718  -0.105
N: 4.260 4.659 -2.633  -0.056
C: 3.129 3.940 -2.670  0.003
C: 1.856 4.524 -2.646  -0.055
C: 0.624 3.910 -2.391  0.060
C: -0.616 4.643 -2.508  -0.202
C: -1.865 4.081 -2.113  -0.008
C: -3.048 4.821 -2.153  -0.051
C: -3.055 6.155 -2.600  -0.036
C: -1.847 6.715 -3.036  -0.056
C: -0.667 5.972 -3.022  -0.014
C: 4.244 6.110 -2.419  -0.101
C: 5.513 6.545 -1.696  -0.164
O: 6.728 6.032 -2.240  -0.122
H: 7.633 4.381 -2.944  0.142
H: 6.553 5.180 -4.149  0.136
H: 5.417 3.158 -3.487  0.141
H: 5.774 3.448 -1.756  0.149
H: 3.237 2.850 -2.748  0.150
H: 1.851 5.595 -2.859  0.087
H: 0.594 2.855 -2.114  0.131
H: -1.882 3.047 -1.764  0.095
H: -3.992 4.381 -1.828  0.112
H: -3.980 6.745 -2.609  0.122
H: -1.829 7.744 -3.391  0.114
H: 0.237 6.419 -3.432  0.105
H: 4.166 6.663 -3.375  0.153
H: 3.387 6.382 -1.791  0.133
H: 5.645 7.639 -1.743  0.141
H: 5.439 6.236 -0.636  0.136

The value obtained for the maximum force is 2.47 eV/A. Its HOMO-LUMO gap is 0.1475 Ha. For the total energy, the calculation gives -57102.39065 eV. Its total charge is +1. The calculation puts the energy relative to the best compared isomer or geometry (same formula, charge and spin) at 0.0 kcal per mole. As for the spin multiplicity: 1.


Record 2
Density functional theory data (the ωB97M-V functional and the def2-TZVPD basis) for a molecular structure, C4H6LaO3 in a non-equilibrium geometry.

Last column: Löwdin spin population.
Element x y z (Å)
H: -0.175 0.015 1.524  0.020
C: -0.402 1.240 1.153  0.173
H: -0.862 1.802 0.324  0.050
H: -0.775 1.602 2.124  0.034
C: 0.819 0.711 0.920  0.668
O: 5.773 -0.921 0.921  0.003
C: 6.394 -0.186 1.745  0.000
O: 5.793 0.772 2.313  0.001
La: 3.483 0.143 1.153  0.050
O: 7.668 -0.426 1.946  0.001
C: 8.384 0.433 2.838  0.000
H: 8.370 1.463 2.465  0.000
H: 7.944 0.390 3.840  0.000
H: 9.408 0.052 2.858  0.000

The value obtained for the maximum force is 3.83 eV/A. Its HOMO-LUMO gap (spin up / spin down) is 0.2817 / 0.2676 Ha. For the total energy, the calculation gives -11225.76962 eV. Its expectation value of S² is 0.76. Its total charge is +2. The calculation puts the energy relative to the best compared isomer or geometry (same formula, charge and spin) at 35.9 kcal per mole. As for the spin multiplicity: 2.